[1]
Density functional theory data (the ωB97M-V functional and the def2-TZVPD basis) for 2 unconnected molecules or ions with the total composition C9H13NO at a distorted geometry.

The geometry in XYZ format:
```
24
Properties=species:S:1:pos:R:3:forces:R:3
C -0.329 -2.678 -1.976 -2.7 2.9 -0.5
C -0.302 -1.936 -0.600 -0.2 -0.8 -3.6
C 0.040 -2.791 0.433 0.6 1.8 1.3
C -0.253 -2.237 1.671 -0.3 -1.6 2.2
C -0.834 -1.014 1.880 -0.6 1.5 -1.3
C -1.131 -0.135 0.754 1.8 -2.8 0.4
C -0.884 -0.623 -0.537 -0.3 -0.7 0.4
H -1.507 -2.609 -2.173 2.5 -0.9 0.0
H 0.013 -3.657 -1.769 0.1 -1.1 -0.5
H 0.143 -2.199 -2.895 -0.3 -0.5 1.4
H 0.651 -3.729 0.477 -1.0 0.9 -1.0
H -0.121 -2.916 2.557 0.1 0.9 -0.7
H -1.108 -0.734 2.899 0.2 0.2 -0.4
H -1.319 0.872 0.933 -1.0 1.5 0.3
H -1.261 -0.083 -1.508 1.1 -1.1 2.0
C 1.555 2.476 -0.890 0.8 0.3 0.9
C 1.187 3.150 0.409 -1.5 -0.4 3.0
N -0.191 3.456 0.774 1.7 -0.4 -1.3
O 2.013 3.233 1.287 0.4 0.6 -0.1
H 2.380 3.069 -1.346 -0.8 -0.5 0.1
H 0.679 2.413 -1.464 -0.8 -0.2 -1.4
H 1.931 1.453 -0.641 -0.3 0.9 -0.2
H -0.477 3.881 1.675 0.8 -0.6 -1.2
H -0.876 3.335 0.050 -0.3 0.2 0.1
```
Forces are in eV/Å.

E_HOMO (eV): -8.90
Energy relative to the best compared isomer or geometry (same formula, charge and spin) (eV): 1.907
Structure (SMILES): Cc1ccccc1.CC(N)=O
Spin multiplicity: 1

=====

[2]
Density functional theory data (the ωB97M-V functional and the def2-TZVPD basis) for a single C3H4N2O3 molecule at a distorted geometry.

The geometry in XYZ format:
```
12
Properties=species:S:1:pos:R:3:forces:R:3
O 0.646 2.676 -1.328 -4.6 -8.9 -3.0
C -0.004 1.375 -1.651 3.3 7.6 1.6
C 0.128 0.447 -0.411 -2.5 -0.5 -4.5
O -1.041 0.644 0.249 -0.5 0.2 1.9
N -0.974 -0.042 1.471 -1.7 -2.5 1.4
C -0.482 -1.247 1.515 2.0 3.9 -4.8
N 0.444 -1.702 0.363 0.9 1.3 1.8
O 0.121 -0.913 -0.832 1.6 -0.2 1.8
H -0.677 1.125 -2.643 1.9 0.8 2.6
H 0.902 0.786 0.170 2.5 0.3 1.2
H -0.518 -1.844 2.368 0.0 -0.7 1.3
H 1.454 -1.305 0.729 -2.9 -1.4 -1.3
```
Forces are in eV/Å.

E_HOMO (eV): -10.26
Energy relative to the best compared isomer or geometry (same formula, charge and spin) (eV): 8.693
Structure (SMILES): O=C[C@H]1ON=CNO1
Spin multiplicity: 1

=====

[3]
Density functional theory data (the ωB97M-V functional and the def2-TZVPD basis) for a molecular structure, C19H21AlClN2OP at a distorted geometry.

The geometry in XYZ format:
```
46
Properties=species:S:1:pos:R:3:forces:R:3
Al -1.948 -1.044 -0.323 -2.1 2.7 -1.3
Cl -2.275 0.012 -2.162 0.0 -0.7 0.2
P 0.087 0.199 -0.017 1.8 0.9 1.2
C 1.347 -0.961 -0.682 -0.4 -0.4 -0.3
C 2.238 -1.618 0.179 0.0 -0.2 0.2
C 3.276 -2.395 -0.337 -0.1 0.2 -0.3
C 3.405 -2.552 -1.724 -0.2 0.2 0.1
C 2.443 -2.008 -2.587 0.0 0.2 0.3
C 1.419 -1.206 -2.069 -0.2 -0.2 0.1
C 0.481 1.835 -0.708 -0.5 0.5 -0.4
C -0.253 2.937 -0.216 0.2 -0.5 -0.3
C -0.022 4.209 -0.731 -0.2 0.0 0.4
C 0.915 4.396 -1.751 0.1 -0.2 0.1
C 1.692 3.321 -2.191 -0.1 0.0 0.2
C 1.490 2.041 -1.662 -0.2 0.0 0.0
C 0.534 0.431 1.730 -0.2 -0.4 0.0
C -0.366 0.055 2.736 0.7 0.4 -0.2
C 0.000 0.236 4.073 0.1 -0.1 -0.1
C 1.255 0.766 4.392 -0.3 -0.2 -0.2
C 2.144 1.143 3.380 0.2 0.0 -0.1
C 1.795 0.972 2.044 -0.2 0.2 0.0
H -0.998 2.763 0.567 0.2 0.3 -0.2
H -0.573 5.055 -0.302 0.2 -0.4 -0.4
H 1.048 5.391 -2.181 0.0 -0.3 0.2
H 2.472 3.469 -2.942 -0.3 0.0 0.3
H 2.132 1.222 -1.986 -0.3 0.2 0.0
H 2.116 -1.529 1.263 0.2 0.1 -0.4
H 4.001 -2.840 0.345 -0.2 0.1 -0.2
H 4.259 -3.088 -2.138 -0.3 0.0 0.1
H 2.507 -2.167 -3.665 0.0 0.0 0.3
H 0.650 -0.782 -2.724 0.5 0.0 0.1
H -1.347 -0.334 2.446 0.1 0.0 0.3
H -0.696 -0.051 4.853 0.1 0.1 0.0
H 1.534 0.876 5.438 -0.1 0.0 -0.3
H 3.126 1.563 3.631 -0.5 -0.2 -0.1
H 2.474 1.286 1.239 -0.3 -0.2 0.4
H -0.846 -2.352 -0.254 0.6 -0.9 2.1
H -0.906 -2.138 0.565 0.5 -1.4 -1.8
N -5.171 -1.204 -1.395 0.5 -0.6 0.6
C -4.671 -2.018 -0.457 -1.0 -0.1 -0.3
N -5.383 -3.099 -0.097 0.6 0.8 -0.5
O -3.550 -1.760 0.146 1.2 0.1 -0.2
H -6.033 -1.480 -1.854 0.3 0.4 -0.1
H -4.585 -0.461 -1.773 -0.4 -0.2 0.1
H -5.005 -3.785 0.549 -0.2 0.3 -0.2
H -6.211 -3.306 -0.652 0.3 -0.2 0.5
```
Forces are in eV/Å.

E_HOMO (eV): -14.62
Energy relative to the best compared isomer or geometry (same formula, charge and spin) (eV): 0.837
Charge: +2
Spin multiplicity: 1

=====

[4]
Density functional theory data (the ωB97M-V functional and the def2-TZVPD basis) for a single C5H6N2 molecule.

The geometry in XYZ format:
```
13
Properties=species:S:1:pos:R:3:forces:R:3
C 0.629 0.372 -0.962 0.1 0.0 0.0
C 1.141 -1.041 -0.462 0.1 -0.1 -0.1
C 0.087 -1.528 0.464 -0.2 0.6 0.3
N -0.332 -0.778 1.348 0.2 -0.2 -0.5
C -1.082 0.278 1.454 0.1 0.0 0.0
C -1.446 0.879 0.180 0.0 0.0 -0.1
N -0.771 0.788 -0.913 -0.1 -0.2 0.3
H 0.935 0.456 -2.009 0.0 0.0 0.2
H 1.203 1.117 -0.397 -0.1 -0.1 0.0
H 1.280 -1.731 -1.296 0.0 0.1 0.1
H 2.108 -0.909 0.039 -0.1 -0.1 0.0
H -1.368 0.658 2.427 0.0 0.0 -0.1
H -2.385 1.439 0.126 0.1 -0.1 0.0
```
Forces are in eV/Å.

E_HOMO (eV): -8.29
Energy relative to the best compared isomer or geometry (same formula, charge and spin) (eV): 3.514
Spin multiplicity: 1